{
  "formula": "C11H11NOS",
  "method": "ωB97M-V/def2-TZVPD",
  "homo_energy_ev": [-6.5, -6.5],
  "de_lowest_kcal_mol": 72.1,
  "total_charge": 0,
  "homo_lumo_gap_ev": [5.1, 5.1],
  "energy_ha": -953.81762,
  "species": ["C", "C", "C", "C", "C", "C", "C", "C", "C", "C", "C", "N", "O", "S", "H", "H", "H", "H", "H", "H", "H", "H", "H", "H", "H"],
  "coordinates": [[-3.254, 0.594, -0.290], [-2.907, 0.156, 1.031], [-2.332, 0.362, -1.384], [-1.698, -0.507, 1.217], [-1.155, -0.298, -1.201], [-0.791, -0.752, 0.094], [1.849, 1.252, 1.319], [-0.008, -0.409, -2.114], [0.913, -1.477, -1.343], [0.468, -1.347, 0.015], [3.294, 1.480, 1.486], [0.734, 1.161, 1.180], [1.190, -1.781, 1.022], [2.729, -1.252, -1.553], [-4.230, 1.015, -0.557], [-3.498, 0.636, 1.830], [-2.560, 0.942, -2.312], [-1.318, -0.723, 2.138], [-0.405, -0.597, -3.083], [0.539, 0.568, -2.116], [0.837, -2.481, -1.796], [3.827, 0.828, 2.127], [3.285, 2.488, 1.956], [3.555, 1.449, 0.422], [0.935, -1.309, 1.914]],
  "forces_ev_per_angstrom": [[1.890, -1.613, -1.119], [0.168, 1.108, -1.139], [-2.870, 1.935, 0.664], [0.340, 0.672, -3.568], [0.814, 0.321, 1.811], [-3.748, 1.011, 0.733], [3.080, -0.249, 1.177], [0.594, -0.107, 1.256], [1.268, 0.666, -2.451], [0.490, -1.229, 1.143], [-2.008, 1.682, -0.912], [-2.603, 0.196, -0.107], [-0.891, 1.476, 1.762], [-0.069, 0.377, 0.221], [0.512, 0.240, 0.514], [0.345, -1.092, -0.114], [0.232, -1.050, 0.595], [0.560, -0.582, 2.609], [0.477, -0.603, -1.062], [-0.250, -0.880, -0.054], [-0.611, 0.231, 0.533], [0.237, -1.005, 0.269], [0.648, -0.379, -0.652], [1.066, 0.196, 0.399], [0.329, -1.325, -2.507]]
}

---

{
  "formula": "C11H11NS",
  "method": "ωB97M-V/def2-TZVPD",
  "homo_energy_ev": -8.2,
  "de_lowest_kcal_mol": 113.1,
  "total_charge": 0,
  "homo_lumo_gap_ev": 7.0,
  "smiles": "C[C@@H]1CC1=C=N[C@H]1C=CC=CC1=S",
  "energy_ha": -878.50397,
  "species": ["C", "C", "C", "C", "C", "C", "C", "C", "C", "C", "C", "N", "S", "H", "H", "H", "H", "H", "H", "H", "H", "H", "H", "H"],
  "coordinates": [[0.444, -0.772, 0.195], [-1.110, 0.254, -3.125], [0.023, -0.456, -3.096], [-1.307, 1.392, -2.244], [1.033, -0.276, -2.051], [-0.256, 1.793, -1.489], [1.027, 1.233, -1.599], [-1.194, -0.224, 2.080], [0.172, -0.221, 2.812], [0.025, -0.344, 1.322], [0.729, -1.381, 3.581], [0.761, -1.124, -0.919], [2.417, 2.080, -1.361], [-1.898, -0.062, -3.830], [0.262, -1.172, -3.833], [-2.417, 1.569, -2.080], [2.091, -0.359, -2.456], [-0.294, 2.642, -0.673], [-2.018, -0.989, 2.133], [-1.506, 0.749, 2.076], [0.528, 0.727, 3.160], [1.863, -1.486, 3.708], [0.431, -2.289, 3.199], [0.194, -1.283, 4.488]],
  "forces_ev_per_angstrom": [[0.080, 0.614, -0.256], [0.278, -0.659, -1.046], [-0.906, 0.161, -0.295], [-1.262, -1.275, 1.313], [2.352, 3.195, 0.436], [-2.258, 3.141, 2.186], [2.119, -1.121, -0.931], [-0.141, -1.954, 1.256], [0.505, -0.900, -1.912], [0.562, -0.265, 0.551], [1.351, 1.137, 0.448], [0.536, -1.452, -0.741], [-0.937, -0.663, 0.074], [0.478, 0.545, 0.284], [-0.245, -1.085, -0.594], [1.764, 0.879, -0.045], [-1.226, -0.737, 0.636], [-0.370, -1.597, -1.904], [1.288, 0.586, 0.104], [-1.508, 2.372, -0.067], [-0.177, 0.569, 0.106], [-1.635, 0.807, -0.103], [-0.805, -2.040, -1.221], [0.158, -0.257, 1.721]]
}

---

{
  "formula": "C11H11NSe",
  "method": "ωB97M-V/def2-TZVPD",
  "homo_energy_ev": -7.5,
  "de_lowest_kcal_mol": 125.7,
  "total_charge": 0,
  "homo_lumo_gap_ev": 6.4,
  "energy_ha": -2881.75299,
  "species": ["C", "C", "C", "C", "C", "C", "C", "C", "C", "C", "C", "N", "Se", "H", "H", "H", "H", "H", "H", "H", "H", "H", "H", "H"],
  "coordinates": [[-2.647, -1.723, -0.697], [-3.231, -0.450, -0.704], [-1.296, -1.830, -0.322], [-2.560, 0.641, -0.173], [-0.585, -0.668, 0.048], [-1.204, 0.593, 0.138], [0.817, -0.813, 0.298], [-0.425, 1.900, 0.220], [0.972, 1.658, -0.367], [3.942, -1.143, 0.723], [1.643, 0.535, 0.407], [1.255, -1.898, 0.611], [3.340, 0.183, -0.358], [-3.256, -2.616, -1.170], [-4.265, -0.174, -0.996], [-0.832, -2.728, -0.293], [-3.172, 1.610, -0.190], [-1.085, 2.535, -0.254], [-0.223, 2.210, 1.318], [0.678, 1.407, -1.320], [1.495, 2.518, -0.338], [4.035, -0.921, 1.724], [4.732, -1.741, 0.311], [1.870, 0.916, 1.383]],
  "forces_ev_per_angstrom": [[-0.602, -1.083, -1.449], [-0.876, 0.325, 0.885], [-2.752, 3.200, -0.030], [-0.944, 1.278, -0.693], [-2.167, 0.539, -0.712], [-0.049, -0.443, -0.437], [1.377, 1.233, 1.507], [1.478, -2.326, 3.977], [-2.691, -1.603, 1.585], [-1.363, 0.095, -1.787], [0.172, 0.482, -1.416], [2.554, -1.773, 0.596], [0.714, 0.068, -0.996], [1.489, 1.785, 1.279], [0.674, -1.031, -0.037], [1.478, -2.579, -0.094], [1.337, -1.243, 0.213], [-0.570, 2.178, -1.076], [-0.854, -0.236, -1.499], [0.477, -0.866, -2.704], [1.955, 2.852, -0.075], [-0.327, 0.081, 2.242], [0.024, -0.440, -0.276], [-0.535, -0.492, 0.997]]
}

---

{
  "formula": "C11H11OP",
  "method": "ωB97M-V/def2-TZVPD",
  "homo_energy_ev": -9.1,
  "de_lowest_kcal_mol": 13.6,
  "total_charge": 0,
  "homo_lumo_gap_ev": 9.7,
  "smiles": "O=[P@H](C1=CCC=C1)c1ccccc1",
  "energy_ha": -842.27912,
  "species": ["C", "C", "C", "C", "C", "C", "C", "C", "C", "C", "C", "O", "P", "H", "H", "H", "H", "H", "H", "H", "H", "H", "H", "H"],
  "coordinates": [[3.693, 0.716, -0.233], [3.027, 1.125, 0.918], [3.050, -0.169, -1.145], [1.769, 0.594, 1.203], [1.809, -0.700, -0.811], [1.187, -0.383, 0.395], [-2.002, 0.964, 0.606], [-3.063, 1.224, -0.176], [-2.569, -1.005, -0.481], [-1.727, -0.453, 0.396], [-3.417, 0.067, -0.991], [-0.100, -2.739, 0.187], [-0.197, -1.436, 0.833], [4.546, 1.316, -0.312], [3.585, 1.724, 1.764], [3.447, -0.500, -2.082], [1.092, 0.944, 2.062], [1.227, -1.423, -1.545], [-1.627, 1.547, 1.448], [-3.278, 2.174, -0.398], [-2.646, -1.974, -0.997], [-4.512, -0.212, -0.963], [-3.272, 0.157, -2.020], [-0.022, -1.559, 2.342]],
  "forces_ev_per_angstrom": [[-2.114, -0.287, 0.167], [0.219, 0.057, 2.101], [-0.017, 0.675, 0.950], [-1.699, 0.176, 1.392], [-0.948, -1.428, -1.404], [0.711, 0.610, -0.422], [-1.026, -1.034, 0.722], [1.959, -1.131, 0.279], [-0.056, -0.673, -1.063], [2.395, -2.169, 1.107], [-2.602, -0.665, 1.197], [-0.287, -1.227, -0.749], [-0.813, 1.558, 2.277], [1.810, -0.106, -1.164], [-1.297, -0.833, -2.140], [0.584, 0.256, -0.313], [1.619, -0.501, -0.887], [1.587, 1.403, 1.637], [0.264, 0.137, -0.722], [-1.758, 3.495, -0.527], [0.627, 0.281, 0.932], [0.815, 0.352, 0.306], [0.536, 0.562, -1.942], [-0.505, 0.492, -1.734]]
}

---

{
  "formula": "C11H12",
  "method": "ωB97M-V/def2-TZVPD",
  "homo_energy_ev": -8.5,
  "de_lowest_kcal_mol": 52.7,
  "total_charge": 0,
  "homo_lumo_gap_ev": 9.3,
  "smiles": "C=Cc1ccccc1.C#CC",
  "energy_ha": -426.20764,
  "species": ["C", "C", "C", "C", "C", "C", "C", "C", "C", "C", "C", "H", "H", "H", "H", "H", "H", "H", "H", "H", "H", "H", "H"],
  "coordinates": [[-2.791, -1.605, -0.131], [-1.567, -1.675, 0.457], [-3.179, -0.471, -0.824], [-0.731, -0.564, 0.457], [-2.299, 0.563, -0.978], [-1.059, 0.534, -0.306], [3.231, 0.246, 1.850], [2.924, -0.392, 0.885], [0.684, 2.058, 0.300], [-0.208, 1.637, -0.571], [2.839, -0.738, -0.486], [-3.485, -2.364, 0.028], [-1.070, -2.636, 0.608], [-4.089, -0.410, -1.287], [0.036, -0.523, 1.235], [-2.510, 1.414, -1.608], [3.317, 0.598, 2.838], [0.703, 1.427, 1.246], [1.219, 2.966, 0.202], [-0.467, 2.235, -1.404], [1.820, -1.101, -0.897], [3.637, -1.457, -0.714], [3.047, 0.260, -0.900]],
  "forces_ev_per_angstrom": [[-0.285, 0.825, -0.210], [1.563, -0.375, -0.532], [1.597, 0.097, 0.813], [-0.191, 0.000, 1.036], [0.904, -0.216, 0.208], [-1.706, -0.762, -0.925], [-0.422, -0.512, 0.893], [0.091, 0.444, 0.844], [-0.395, -1.473, 1.948], [0.706, 1.335, 0.814], [-1.162, -0.466, -1.856], [-0.950, -1.520, -0.223], [-0.655, 0.072, 1.161], [-2.352, -0.014, -0.974], [0.577, -0.230, -0.916], [-0.173, 0.032, -0.048], [0.251, 0.344, 0.384], [0.661, 1.316, -1.167], [0.633, 0.543, 0.018], [0.003, 0.434, -1.039], [1.645, 0.532, 0.943], [-0.333, 0.226, -0.334], [-0.008, -0.633, -0.837]]
}

---

{
  "formula": "C11H12BCl2F3N6O3RuS",
  "method": "ωB97M-V/def2-TZVPD",
  "homo_energy_ev": [-12.9, -12.8],
  "de_lowest_kcal_mol": 66.2,
  "total_charge": 1,
  "homo_lumo_gap_ev": [7.5, 7.5],
  "spin_multiplicity": 2,
  "energy_ha": -2718.29282,
  "species": ["Ru", "C", "C", "N", "N", "C", "B", "N", "C", "C", "C", "N", "N", "C", "C", "C", "N", "H", "H", "H", "H", "H", "H", "H", "H", "H", "H", "F", "C", "F", "F", "S", "O", "O", "O", "Cl", "C", "Cl", "H", "H"],
  "coordinates": [[-0.930, 0.183, -0.255], [1.629, 2.506, 1.771], [0.335, 2.343, 1.358], [0.016, 1.015, 1.316], [1.168, 0.350, 1.641], [2.124, 1.211, 1.919], [1.128, -1.185, 1.600], [-0.274, -1.559, 2.036], [-0.650, -2.324, 3.065], [-2.021, -2.398, 3.075], [-2.423, -1.629, 1.990], [-1.355, -1.116, 1.358], [1.215, -1.637, 0.136], [2.202, -2.132, -0.581], [1.762, -2.332, -1.888], [0.467, -1.893, -1.895], [0.095, -1.500, -0.642], [2.149, 3.432, 1.940], [-0.412, 3.088, 1.145], [3.101, 0.867, 2.223], [1.969, -1.686, 2.285], [0.089, -2.774, 3.707], [-2.653, -2.926, 3.767], [-3.427, -1.470, 1.660], [3.161, -2.332, -0.129], [2.315, -2.744, -2.714], [-0.245, -1.888, -2.701], [0.973, 2.868, -4.201], [1.758, 2.406, -3.239], [2.390, 3.413, -2.650], [2.645, 1.563, -3.754], [0.763, 1.512, -1.987], [-0.077, 0.562, -2.720], [-0.079, 2.484, -1.294], [1.723, 0.870, -1.117], [-2.833, 1.399, -2.181], [-4.292, 1.006, -1.310], [-3.787, 0.247, 0.226], [-4.873, 0.285, -1.871], [-4.846, 1.909, -1.087]],
  "forces_ev_per_angstrom": [[-0.418, -1.429, 1.617], [0.144, 0.074, 0.104], [-0.567, -0.191, 0.167], [1.193, 0.641, -0.671], [-0.276, -0.083, 0.082], [0.050, 0.078, 0.143], [0.331, -0.040, 0.064], [-0.120, -0.069, 0.190], [0.111, -0.056, -0.024], [-0.178, 0.043, -0.010], [0.123, -0.006, -0.097], [-0.471, -0.104, 0.297], [-0.236, -0.058, 0.015], [0.049, -0.130, 0.006], [0.106, -0.139, -0.068], [-0.564, -0.156, 0.182], [1.244, 0.564, -0.770], [-0.019, -0.022, 0.034], [0.040, -0.015, -0.123], [-0.045, -0.004, 0.044], [-0.005, 0.078, -0.103], [0.008, 0.046, -0.016], [0.002, -0.009, -0.035], [-0.068, -0.051, -0.019], [-0.042, -0.033, 0.018], [-0.008, -0.018, 0.025], [0.031, 0.108, -0.009], [0.036, 0.035, 0.032], [-0.049, 0.073, -0.082], [0.001, -0.022, -0.047], [-0.039, 0.056, -0.014], [0.087, -0.096, -0.038], [-0.018, 0.260, 0.034], [-0.147, -0.042, -0.140], [0.103, 0.117, -0.116], [-0.059, 0.156, -0.535], [-0.052, 0.027, 0.041], [-0.181, 0.449, -0.267], [-0.057, -0.024, 0.039], [-0.041, -0.007, 0.053]]
}

---

Question: What is the formula in the second record?
Answer: C11H11NS